1.
Here is 9 unconnected molecules or ions with the total composition C13H34F9N4O11S at a distorted geometry from OMol25. Energies are from ωB97M-V with the def2-TZVPD basis set.

Results
orbital gap: 5.2691 eV
E_HOMO: -0.123 Eh
E_tot: -77807.2752 eV
energy above the lowest of the compared OMol25 structures with the same formula, charge and spin: 0.0 kcal per mole

```
! RIJCOSX wB97M-V def2-TZVPD def2/J DEFGRID3
* xyz -1 1
S 8.69442 2.22510 -28.05356
F 14.05859 6.60841 -26.85364
F 10.14119 7.83560 -21.38697
F 7.38328 0.25842 -26.90389
F 8.62590 -0.32333 -28.59591
F 10.89154 8.78059 -23.21574
F 9.49522 0.06967 -26.59366
F 12.22529 7.61050 -21.98252
F 12.41055 5.30065 -26.13850
F 14.31507 4.49697 -26.67115
O 10.40478 8.71696 -30.79481
O 14.96962 4.90130 -24.22837
O 7.39844 2.49633 -28.58994
O 11.41157 6.25610 -29.16493
O 10.24585 5.46877 -22.50563
O 6.72671 7.08242 -30.85186
O 9.06540 3.00446 -26.87644
O 7.59855 7.05286 -27.92414
O 10.49830 6.46894 -24.43737
O 9.76579 2.18439 -29.04517
O 13.82429 6.77718 -24.04728
N 8.91990 9.34911 -28.62506
N 12.20683 3.98446 -30.33895
N 9.83843 5.66937 -27.00513
N 8.72795 5.86517 -30.34450
C 9.76781 4.24020 -23.11042
C 14.14214 5.82241 -24.67055
C 8.58391 0.44913 -27.49957
C 14.41757 3.82215 -22.17138
C 11.56042 8.03830 -30.95280
C 10.92111 3.36860 -23.58273
C 13.71831 5.56670 -26.12749
C 10.96752 7.68818 -22.42683
C 15.36028 4.78978 -22.88011
C 10.58409 6.45725 -23.27485
C 6.08584 7.72010 -29.82752
C 12.17309 7.20895 -29.82367
C 6.30077 7.17356 -28.40720
H 13.04248 6.72040 -30.33087
H 10.52099 5.89860 -27.78914
H 12.64183 7.92780 -29.12313
H 13.15425 3.66705 -30.16848
H 12.38478 8.68143 -31.34680
H 8.98163 6.19020 -27.28546
H 9.40959 8.93795 -29.49702
H 8.34855 5.65050 -29.41499
H 8.28398 8.56668 -28.27018
H 5.70649 7.82187 -27.72000
H 8.35094 10.07562 -29.07626
H 14.91997 3.44893 -21.27618
H 10.21070 6.00134 -26.10915
H 12.02099 4.06519 -31.33930
H 5.78305 6.19108 -28.34048
H 15.32483 5.73587 -22.34030
H 5.02335 7.89079 -30.10909
H 16.37345 4.41194 -22.79833
H 11.46039 7.35350 -31.84594
H 11.47651 2.99187 -22.71692
H 11.64459 3.97802 -24.12028
H 9.51463 9.86549 -27.99341
H 8.68268 5.10561 -31.00675
H 10.48443 2.50095 -24.07162
H 8.11648 6.68364 -30.68794
H 9.24744 3.78695 -22.26579
H 6.47169 8.79092 -29.73075
H 11.52498 3.30734 -29.92473
H 9.56735 4.64018 -26.98759
H 14.12007 2.99375 -22.81126
H 9.02588 4.42232 -23.88879
H 11.94788 4.94176 -29.91811
H 9.71019 6.24761 -30.20154
H 13.50473 4.29987 -21.81079
*
```

Results of the Löwdin charge analysis, in e, for atoms 1 through 8: 0.477, 0.206, 0.171, 0.098, 0.115, 0.158, 0.115, 0.158

---

2.
Here is a molecular structure, C21H24IMgN6O3Se at a distorted geometry from OMol25. Energies are from ωB97M-V with the def2-TZVPD basis set.

Results
orbital gap: 6.5743 eV
E_HOMO: -0.373 Eh
E_tot: -116139.4603 eV

```
! RIJCOSX wB97M-V def2-TZVPD def2/J DEFGRID3
* xyz 1 1
I -2.96015 2.99817 3.06122
Se -2.56339 -7.31898 0.44439
Mg 0.18699 -0.30172 -0.13562
O 0.06976 -0.12741 1.96174
O 2.12176 -0.13408 0.42447
O -0.47976 1.38082 -0.13172
N -3.33718 -5.73581 0.26611
N 3.64460 -0.67339 2.00488
N -0.93206 -6.70852 0.11914
N -1.62251 -1.30129 -0.58135
N 0.13072 3.35303 0.91200
N 0.84060 -2.29759 -0.75098
C -1.51345 -2.63114 -0.39290
C -2.83732 -0.76641 -0.63901
C -0.14688 -3.18292 -0.48683
C 4.76455 -0.49206 1.08404
C 2.06767 -2.76954 -0.96592
C 0.02716 1.32023 2.22823
C -0.61080 2.09489 1.03221
C 2.37470 -4.12387 -0.90688
C 1.22519 -0.70039 2.54638
C -2.14810 2.24770 1.22180
C -2.38423 -4.88135 0.01135
C 0.08451 -4.54974 -0.37297
C 0.15750 4.24177 2.06535
C -0.18572 4.09865 -0.29430
C 1.37756 -5.02035 -0.58928
C 3.98930 -1.17741 3.33169
C -2.61424 -3.45264 -0.19505
C 2.40136 -0.47462 1.59025
C -1.04937 -5.42266 -0.07150
C -3.88319 -2.87100 -0.22798
C -3.99606 -1.52174 -0.47122
H -4.96203 -1.03915 -0.52642
H 5.53346 0.10151 1.57609
H -2.53969 2.88641 0.43490
H 5.19005 -1.45932 0.81238
H 1.05299 1.67580 2.33524
H 1.57163 -6.08332 -0.51755
H -2.59824 1.26492 1.14244
H 3.15226 -1.11272 4.01763
H -0.51579 1.45365 3.16124
H 1.40272 -0.27149 3.52902
H 4.42672 0.02553 0.19446
H 4.80746 -0.58415 3.73638
H 1.01021 4.91710 1.97045
H -4.75410 -3.49653 -0.07478
H 1.05791 -1.77320 2.66721
H 2.83031 -2.03299 -1.18529
H 0.27351 3.68927 2.99868
H -1.12898 4.66232 -0.20950
H -2.87006 0.30132 -0.81862
H -0.24986 3.42225 -1.14139
H -0.74429 4.85784 2.15740
H 3.38345 -4.45563 -1.11168
H 0.61085 4.82121 -0.47978
H 4.31335 -2.21793 3.27118
*
```

Results of the natural (NBO) charge analysis, in e, for atoms 1 through 8: 0.059, 0.999, 1.803, -0.610, -0.760, -1.043, -0.606, -0.381

---

3.
Here is a molecular structure, C39H48AuN4OSi from OMol25. Energies are from ωB97M-V with the def2-TZVPD basis set.

Results
orbital gap (alpha / beta): 7.5398 / 5.5169 eV
expectation value of S²: 2.011
E_HOMO (alpha / beta): -0.340 / -0.370 Eh
E_tot: -60792.0382 eV
energy above the lowest of the compared OMol25 structures with the same formula, charge and spin: 0.0 kcal per mole

```
! RIJCOSX wB97M-V def2-TZVPD def2/J DEFGRID3
* xyz 1 3
Au -0.14846 -0.52311 -0.23733
Si -0.15601 1.69829 2.57705
O 2.08282 -0.42027 -0.70167
N 0.42217 3.01709 0.08763
N 3.64403 -2.27473 -3.17910
N -1.73548 -4.23451 -0.04325
N 2.54816 -1.58672 -2.67890
C 0.72720 4.54665 -2.07216
C -1.33756 -2.20387 -4.14317
C -2.17122 -0.81219 -0.40208
C 2.16220 2.23670 4.14360
C 2.85886 2.52559 5.30809
C -3.94370 0.45054 3.57595
C 0.48459 0.18001 1.79808
C -1.72250 -3.22988 -1.09144
C 4.67841 -2.07488 -2.32703
C 2.02302 3.96554 -1.47648
C -1.98210 1.72008 2.92343
C 0.79850 -3.09492 -3.47806
C -2.74953 2.88595 2.98380
C -0.96181 -5.40032 -0.41144
C -1.39920 -3.73073 1.27653
C -0.34386 3.46070 -2.20051
C -2.64849 -2.06366 -0.81153
C 0.08180 2.37518 5.34223
C -0.72137 2.93505 -0.80291
C -4.02158 -2.28161 -0.91320
C 0.29409 3.29382 1.45052
C 4.25167 -1.36362 -1.24428
C 1.23856 -1.80606 -3.19825
C 1.70631 2.77653 -0.53623
C 0.76359 2.16027 4.14027
C -0.48747 -3.28744 -3.95827
C -4.69136 1.61936 3.62724
C -2.60275 0.50136 3.22279
C 3.78687 -2.46482 -4.61795
C 0.77928 2.66534 6.51080
C -4.46630 -0.04635 -0.16889
C -3.09874 0.18373 -0.08448
C 6.03883 -2.59276 -2.64503
C -0.89448 -0.92223 -3.85443
C 2.87691 -1.04580 -1.44853
C 0.39758 -0.71919 -3.38675
C 2.16456 2.74310 6.49315
C -4.09496 2.83825 3.32773
C -4.93186 -1.28568 -0.58902
H -0.69556 -2.84688 -1.25820
H 1.56499 0.22786 1.61491
H 4.30204 -1.62373 -5.08513
H -4.40773 -0.50332 3.79657
H -1.24207 3.85476 -2.67286
H 1.63136 1.84862 -1.10686
H 3.94164 2.57398 5.29434
H -5.99736 -1.47824 -0.65435
H 2.68677 3.60679 -2.26238
H -2.13344 -2.99226 1.59913
H 0.23713 2.82692 7.43543
H -4.67541 3.75216 3.36301
H -1.00256 2.31209 5.36560
H -5.16291 0.73764 0.10956
H 0.26417 -0.69511 2.42047
H 6.68833 -2.46762 -1.78371
H 0.34088 5.33741 -1.42218
H 1.23469 3.66159 1.86347
H -0.51190 4.01051 1.63620
H 2.80695 -2.56823 -5.06747
H -1.03960 1.88953 -0.86099
H 1.45625 -3.93870 -3.30375
H -1.55704 -0.07462 -3.98741
H -1.40302 -4.55607 1.98805
H -1.53992 3.50925 -0.36804
H 6.47631 -2.05005 -3.48710
H -1.03819 -6.15292 0.37319
H -2.03780 -3.72639 -2.01366
H -4.37363 -3.25554 -1.24360
H 2.71747 2.05591 3.22211
H -2.76504 1.15569 0.25731
H 2.55693 4.73822 -0.92390
H 0.11119 -5.17288 -0.56817
H -2.02837 -0.42200 3.17504
H 4.82245 -1.10471 -0.36586
H -0.83186 -4.29277 -4.17147
H 0.02271 2.64754 -2.83067
H 0.76875 0.27804 -3.18255
H 4.34950 -3.37561 -4.80309
H 2.46977 2.63382 0.22315
H -1.35762 -5.82950 -1.33525
H -0.40123 -3.24949 1.30704
H 0.92935 5.00193 -3.04067
H -2.30250 3.85517 2.77928
H -2.34707 -2.36033 -4.50566
H -5.73846 1.58278 3.90362
H 6.00492 -3.65033 -2.91116
H 2.70647 2.97530 7.40214
*
```

Results of the Löwdin charge analysis, in e, for atoms 1 through 8: 0.970, 0.645, -0.144, -0.099, -0.063, -0.257, 0.061, -0.174

---

4.
Here is a molecular structure, C15H21BeClFMgN2NaO11V at a distorted geometry from OMol25. Energies are from ωB97M-V with the def2-TZVPD basis set.

Results
orbital gap: 1.6193 eV
E_HOMO: -0.326 Eh
E_tot: -92560.1493 eV
energy above the lowest of the compared OMol25 structures with the same formula, charge and spin: 54.7 kcal per mole

```
! RIJCOSX wB97M-V def2-TZVPD def2/J DEFGRID3
* xyz 1 1
V 1.34562 -5.59162 -5.35831
Cl 0.59428 2.86909 -1.63244
Mg 2.48253 1.22766 3.57249
Na -1.40600 2.58583 2.49274
F -2.84320 -1.59752 4.96345
O -3.95361 -3.72977 -4.83507
O -1.42775 -5.94394 -3.79058
O -2.70875 -1.74222 -0.32762
O 3.05281 1.73671 -0.32907
O -1.63085 -1.50875 -2.24180
O -0.65376 -0.19439 5.14218
O -0.33689 -5.72803 -4.81782
O 2.53972 0.78754 1.60021
O 2.92504 -5.46324 -5.87121
O 0.50547 5.61807 1.74696
O 0.91506 -1.74171 4.68998
N -2.09649 1.13252 -0.18286
N 5.04344 0.35252 -2.17752
C 0.65916 1.32019 0.28803
C -0.11936 -1.30698 5.23101
C -0.82928 -2.31059 6.14637
C 4.98947 -1.87373 -0.80249
C -1.65056 2.29869 0.36142
C 2.18064 1.29137 0.53769
C -1.94452 -1.15834 -1.09350
C 0.07990 6.84914 2.34804
C -0.27922 7.86615 1.28380
C -2.83511 -3.97527 -4.29706
C 0.10429 0.16427 -0.27685
C -0.16935 2.44465 0.62097
C -2.57066 -5.62527 -4.35247
C -1.30438 0.11771 -0.49310
C 5.01804 -0.62203 -1.57164
Be -3.59198 -7.15341 -6.36631
H 0.57960 8.07250 0.64130
H -2.41140 3.11560 0.60762
H -2.69459 -5.86082 -5.44428
H -3.46539 -6.08364 -3.90704
H 0.71321 -0.70365 -0.52476
H 1.27599 5.81178 1.20129
H -3.09097 1.05236 -0.37121
H -2.71368 -3.71995 -3.21107
H -0.29815 -3.26468 6.17657
H 0.27622 3.39832 1.06056
H -0.78463 6.62952 2.97449
H -0.88081 -1.91188 7.16020
H 3.11223 1.13686 -1.10335
H 6.00164 -2.15400 -0.51700
H 4.55674 -2.66859 -1.40709
H -0.61064 8.80185 1.73489
H -1.07422 7.48391 0.64190
H -1.93861 -3.52014 -4.75623
H 4.38947 -1.74234 0.09692
H -1.90866 -2.49234 5.75063
H 0.88287 7.22406 2.98807
*
```

Results of the Löwdin charge analysis, in e, for atoms 1 through 8: 1.016, 0.152, 1.021, 0.617, -0.451, 0.083, -0.011, 0.035

---

5.
Here is C5H9N in the gas phase at a distorted geometry from OMol25. Energies are from ωB97M-V with the def2-TZVPD basis set.

Results
orbital gap: 10.6672 eV
E_HOMO: -0.355 Eh
E_tot: -6818.1370 eV
energy above the lowest of the compared OMol25 structures with the same formula, charge and spin: 65.9 kcal per mole

```
! RIJCOSX wB97M-V def2-TZVPD def2/J DEFGRID3
* xyz 0 1
N 2.22681 -0.70376 -0.29822
C 1.39212 -0.61415 -1.60263
C -1.00008 1.17910 -0.19867
C -0.64814 -0.71562 1.30646
C 1.05980 -0.27860 -0.26031
C 0.10353 0.35375 0.55385
H -0.04083 -1.47443 1.76833
H 1.23904 -1.58262 -1.99806
H 0.59008 0.99946 1.27569
H -1.26844 -0.35458 2.26048
H 1.61463 0.19729 -2.18368
H -1.44263 0.66577 -1.00583
H -1.68834 1.40643 0.50156
H -0.78655 2.21076 -0.74799
H -1.35101 -1.28880 0.62904
*
```

Results of the natural (NBO) charge analysis, in e, for atoms 1 through 8: -0.306, -0.336, -0.581, -0.592, 0.251, -0.316, 0.224, 0.189

---

6.
Here is C3H4O3 in the gas phase from OMol25. Energies are from ωB97M-V with the def2-TZVPD basis set.

Results
orbital gap: 10.4896 eV
E_HOMO: -0.360 Eh
E_tot: -9317.5423 eV
energy above the lowest of the compared OMol25 structures with the same formula, charge and spin: 26.7 kcal per mole

```
! RIJCOSX wB97M-V def2-TZVPD def2/J DEFGRID3
* xyz 0 1
O -1.58615 0.70842 1.43120
O 0.29696 1.17989 0.28464
O -1.44121 0.33417 -0.79281
C 0.99774 -1.06125 -0.00134
C -0.97173 0.71908 0.40383
C 1.20065 0.23733 -0.15510
H 2.08154 0.69659 -0.58855
H -2.39915 0.39455 -0.71716
H 0.12916 -1.42761 0.54225
H 1.69219 -1.78116 -0.40696
*
```

Results of the natural (NBO) charge analysis, in e, for atoms 1 through 8: -0.573, -0.508, -0.680, -0.490, 0.981, 0.134, 0.201, 0.503

---

Question: Look up the E_tot of the third one.
Answer: -60792.0382 eV